Molecular formula: C87H168F24N5O16
Method: DFT, ωB97M-V with the def2-TZVPD basis set

Geometry as XYZ:
```
300
Properties=species:S:1:pos:R:3:forces:R:3:mulliken_charge:R:1
C -6.955418 1.384226 0.173200 0.072 -0.144 -0.490 -1.331
C -6.402038 1.356276 1.589960 -0.461 0.659 0.088 0.284
C -6.661378 2.722336 2.281120 0.631 -1.434 0.953 0.011
C -6.375468 2.506116 3.829180 -0.138 1.577 -1.073 -1.347
N -6.739588 3.772076 4.618510 0.007 0.256 0.639 0.452
C -8.262828 4.004796 4.647730 1.062 0.685 0.823 -0.695
C -8.575308 4.733086 6.014960 -0.223 0.052 -0.700 -0.635
C -7.367148 4.544146 6.924840 0.171 -0.778 0.102 -0.903
C -6.432888 3.560566 6.153890 -0.830 0.873 -0.808 -0.207
C -6.058048 5.000086 4.011910 2.051 -0.004 0.388 -1.324
C -4.473428 4.820536 3.807250 -0.997 -1.332 0.258 1.614
C -3.607358 5.989146 3.433380 -0.487 1.389 -0.300 -0.948
H -8.022688 1.564626 0.044770 -0.174 0.220 0.634 0.514
H -6.823448 0.454856 -0.380840 0.439 0.006 0.089 0.458
H -6.458058 2.188606 -0.368750 0.055 -0.120 -0.182 0.137
H -5.321068 1.220746 1.554850 0.033 -0.115 -0.035 -0.345
H -6.789718 0.549356 2.211810 -0.218 -0.145 -0.140 0.470
H -7.673798 3.069986 2.075600 -0.218 -0.191 0.314 0.357
H -6.007078 3.436726 1.781490 0.188 0.153 0.423 -0.014
H -5.331408 2.315676 4.077710 0.127 0.069 -0.378 0.211
H -6.922458 1.655446 4.235710 -0.376 0.228 -0.061 0.799
H -8.435808 4.584676 3.741130 -0.652 -0.231 0.223 0.440
H -8.726398 3.018306 4.654380 -0.024 0.164 -0.333 0.381
H -8.783898 5.800416 5.941550 -0.019 -0.056 -0.558 0.304
H -9.468168 4.303436 6.469160 0.009 -0.154 -0.213 0.363
H -6.962698 5.487486 7.291760 0.656 0.077 -0.865 0.401
H -7.686138 4.148636 7.889170 0.083 -0.739 -0.166 0.408
H -5.380168 3.678766 6.410610 0.113 -0.389 -0.346 0.047
H -6.820618 2.542216 6.180970 0.441 -0.062 0.992 0.507
H -6.279528 5.802176 4.715970 0.128 0.128 -0.020 0.691
H -6.478538 5.263906 3.041500 -0.364 -0.333 0.158 0.377
H -4.305378 4.137196 2.974850 -0.440 -0.323 -0.054 -0.543
H -4.016698 4.288466 4.641760 -0.228 0.125 0.519 -0.337
H -2.556388 5.758776 3.607970 -0.111 -0.064 -0.093 -0.226
H -3.835238 6.922806 3.947620 0.020 -0.037 0.476 0.476
H -3.741758 6.251316 2.383950 0.238 -0.163 -0.172 0.369
C 4.828522 6.744456 -1.984540 -0.261 -0.179 -0.834 -1.811
C 4.167452 5.378326 -2.215910 0.120 -0.487 -0.122 0.508
C 2.748042 5.525426 -2.746570 -1.747 0.136 -0.119 -1.529
C 1.960102 4.227626 -3.128590 0.224 -0.048 -0.486 1.462
N 0.995412 4.271266 -4.373400 1.088 2.176 1.144 0.605
C -0.081898 5.382786 -4.058480 0.983 -0.566 -1.083 -1.300
C -1.330468 4.647256 -3.575530 1.199 -0.550 0.254 0.065
C -0.900198 3.160296 -3.457350 -0.542 -0.587 -0.336 1.238
C 0.197562 2.934976 -4.451620 1.797 1.706 -0.737 -0.501
C 1.753472 4.744316 -5.612830 -0.552 -0.979 -0.463 -1.480
C 2.802442 3.766886 -6.147760 -0.687 -0.442 1.956 0.752
C 3.395672 4.226576 -7.395040 0.851 1.787 -1.500 -1.571
H 5.172382 7.064816 -2.968020 0.237 0.291 -0.005 0.544
H 5.687512 6.733616 -1.313620 -0.182 -0.094 0.040 0.357
H 4.093222 7.491146 -1.684750 0.045 -0.036 0.397 0.332
H 4.279242 4.727526 -1.348700 -0.520 0.085 0.240 0.050
H 4.708672 4.832016 -2.988400 0.308 0.039 -0.094 0.102
H 2.751982 6.281886 -3.531340 0.283 -0.233 -0.570 0.191
H 2.039192 5.990816 -2.061700 0.495 0.193 0.774 0.274
H 1.313922 4.007456 -2.278830 -0.079 -0.184 0.011 -0.217
H 2.643962 3.395356 -3.295200 -0.095 -0.095 -0.152 -0.280
H -0.195918 5.935956 -4.990740 -0.417 -0.289 -0.167 0.501
H 0.403442 6.122086 -3.421310 -0.302 -0.440 0.545 0.539
H -2.105938 4.611556 -4.340690 -0.295 0.736 0.276 0.506
H -1.576468 5.090746 -2.610700 -0.615 -0.298 -0.131 -0.428
H -1.731568 2.548736 -3.807950 -0.195 -0.164 0.418 -0.168
H -0.549908 2.802286 -2.489250 -0.278 0.419 0.267 -0.608
H -0.060178 2.912176 -5.510470 -0.550 -0.362 0.125 0.437
H 0.919152 2.145836 -4.240290 -0.238 -0.236 -0.054 -0.017
H 2.138062 5.757366 -5.494870 0.267 -0.160 0.715 0.594
H 1.018422 4.903436 -6.401810 -0.413 -0.380 0.030 0.870
H 2.329132 2.822016 -6.414790 -0.107 -0.242 0.815 0.250
H 3.584352 3.652136 -5.397060 -0.119 -0.581 0.138 -0.297
H 4.232792 4.914486 -7.276270 0.408 -0.225 0.305 0.356
H 2.680262 4.908116 -7.855270 -0.244 -0.491 -0.944 0.356
H 3.719012 3.388806 -8.012850 -0.190 0.324 -0.252 0.393
C -4.192248 -1.085894 0.092850 0.029 -1.037 -0.232 -2.067
C -3.310878 0.099686 0.213290 0.977 1.245 -0.284 2.187
C -1.943158 0.028166 -0.526940 0.179 0.127 -0.572 1.496
C -0.789238 -0.728644 0.122690 -0.075 -0.217 -0.208 -0.832
N 0.340272 -1.267534 -0.881340 -0.539 -0.348 1.231 1.028
C 0.836522 -0.228364 -1.878330 0.055 0.045 0.982 -0.575
C 1.656812 0.673406 -0.984660 -0.385 1.940 -0.497 0.876
C 2.477292 -0.211704 -0.107850 0.200 -0.254 0.351 -0.682
C 1.645212 -1.512354 -0.061130 0.788 -0.896 -0.808 0.331
C -0.212038 -2.535154 -1.623170 0.963 -0.105 1.434 -0.859
C -0.336798 -3.786704 -0.738140 -0.826 -0.313 -0.893 1.488
C -0.782888 -4.982464 -1.625310 0.152 -0.093 -0.017 -1.422
H -3.810328 -1.846904 0.773370 -0.494 -0.262 -0.080 0.486
H -4.162078 -1.499024 -0.915370 0.119 -0.091 -0.105 0.331
H -5.250628 -0.887544 0.261990 0.164 -0.014 0.445 0.350
H -3.159288 0.372066 1.257760 0.240 -0.117 0.282 -1.051
H -3.785278 0.994436 -0.189780 -0.173 0.061 -0.300 -0.712
H -1.668538 1.064506 -0.723640 0.333 -0.008 -0.136 -1.153
H -2.062438 -0.460334 -1.494010 -0.546 0.234 -0.245 0.083
H -1.252298 -1.581604 0.618820 0.601 -0.431 -0.148 0.405
H -0.354418 -0.118294 0.914210 0.570 -0.106 -0.244 0.163
H 1.548532 -0.697764 -2.557150 -0.498 -0.466 -0.302 -0.433
H 0.023162 0.225226 -2.444730 0.025 -0.145 0.124 0.402
H 2.263932 1.324596 -1.613510 0.079 0.013 0.023 0.129
H 1.084802 1.344286 -0.343700 -0.542 0.105 -0.250 -0.296
H 3.464042 -0.310084 -0.560330 -0.063 -0.764 -0.070 -0.121
H 2.705062 0.248946 0.853410 -0.433 -0.143 0.192 0.191
H 2.230442 -2.241694 -0.621190 -0.338 -0.193 -0.338 -0.079
H 1.534912 -2.038494 0.887080 -0.652 0.464 0.123 0.018
H 0.557012 -2.856474 -2.325610 -0.185 0.865 -0.622 -0.128
H -1.157028 -2.210304 -2.058550 0.241 -0.235 -0.268 0.688
H -1.066008 -3.662014 0.062370 0.281 -0.024 0.207 0.042
H 0.653422 -4.097374 -0.404920 -0.059 0.431 0.675 -0.472
H -1.622548 -4.829274 -2.303250 -0.025 0.430 0.060 0.528
H -1.070778 -5.847544 -1.027940 0.100 0.141 0.289 0.055
H 0.063872 -5.309544 -2.228750 0.045 0.044 -0.223 0.057
C 4.709852 6.276466 1.510140 0.681 1.102 0.388 -1.100
C 4.317282 5.857526 2.893350 -0.473 -1.425 0.766 -1.047
C 2.926422 5.146546 2.956610 1.921 0.576 0.267 0.579
C 2.701702 4.565246 4.346530 -1.537 0.876 0.236 -1.459
N 1.257892 4.133166 4.584210 -0.843 -1.074 0.092 1.339
C 1.270562 3.197346 5.758690 -0.510 -0.506 1.535 -0.439
C 1.460222 1.726336 5.239010 0.717 0.338 1.257 -1.244
C 1.400972 1.788426 3.728800 -1.048 1.285 0.630 -0.014
C 0.731712 3.176496 3.518560 1.209 0.675 -1.053 -0.848
C 0.252482 5.344876 4.678520 -0.387 -1.314 -0.275 0.395
C 0.328222 6.191126 5.931270 -0.801 1.563 -0.424 -0.407
C -0.817538 7.335856 6.017210 0.856 -1.320 0.153 -1.275
H 5.524152 6.978786 1.688370 0.250 0.177 -0.381 0.419
H 3.926722 6.866036 1.033480 -0.074 -0.418 -0.442 0.377
H 5.158862 5.470466 0.929750 -0.585 -0.038 -0.209 0.093
H 4.251402 6.694636 3.588330 0.172 0.241 -0.063 0.448
H 5.111612 5.202846 3.251860 0.013 -0.138 0.288 0.504
H 2.909502 4.393556 2.168690 -0.362 0.071 0.009 0.313
H 2.325702 6.027536 2.730570 -0.977 -0.699 0.000 -0.181
H 2.754912 5.315466 5.135480 0.640 0.384 -0.179 0.331
H 3.334182 3.753766 4.706510 0.124 -0.126 -0.743 0.682
H 0.387042 3.297786 6.389090 -0.634 0.131 -0.591 -0.066
H 2.050402 3.510196 6.453010 0.333 -0.063 -0.259 0.562
H 0.802672 0.952656 5.635430 -0.532 0.685 0.247 0.406
H 2.427152 1.405366 5.626480 0.233 -0.115 -0.397 0.367
H 0.665412 1.085926 3.336950 0.605 -0.365 -0.240 0.185
H 2.428202 1.667586 3.384850 -0.420 0.188 -0.877 0.103
H -0.347518 3.212556 3.667050 0.063 -0.587 -0.091 0.441
H 0.991792 3.615296 2.555280 -0.439 -0.039 -0.209 0.164
H -0.740258 4.904606 4.771940 0.044 -0.635 -0.088 -0.291
H 0.258042 5.757316 3.669580 0.450 0.612 0.360 -0.089
H 1.282152 6.711756 6.015380 0.136 -0.220 0.356 0.334
H 0.097562 5.493176 6.736110 0.391 0.253 0.350 0.204
H -1.802008 6.868536 6.040620 0.006 -0.076 -0.291 0.260
H -0.769328 8.112596 5.254020 0.132 -0.303 -0.232 0.331
H -0.732898 7.839296 6.980270 0.255 -0.071 0.054 0.426
C 2.099172 -8.055684 -3.022560 0.802 -1.378 -0.195 -0.603
C 3.623462 -8.230144 -3.171380 0.891 2.229 2.203 -0.819
C 4.209942 -7.336064 -1.941500 0.434 -0.508 -1.522 0.867
C 5.728912 -7.452354 -1.699630 -0.652 1.174 0.637 -1.336
N 6.099892 -6.686954 -0.397450 -0.049 -0.126 -0.192 0.494
C 5.488912 -7.327804 0.859500 -1.082 0.864 -1.849 -0.026
C 6.286032 -6.795534 1.986430 0.630 0.493 0.801 -0.741
C 7.731412 -6.543304 1.409790 -0.430 0.673 0.310 -0.937
C 7.594782 -6.731894 -0.103960 -1.251 -1.843 0.208 -0.698
C 5.649262 -5.183754 -0.461620 1.101 0.362 -1.098 -0.643
C 6.297452 -4.321024 -1.633650 -0.273 -0.256 0.708 -0.797
C 5.552062 -2.952644 -1.780620 -0.786 -0.163 0.356 -0.694
H 1.716872 -8.309894 -4.011160 -0.896 0.302 0.379 0.356
H 1.823522 -7.074764 -2.635380 0.111 0.179 -0.684 -0.261
H 1.731252 -8.730714 -2.249860 -0.203 -0.315 -0.227 0.456
H 3.931292 -7.890304 -4.160240 0.231 0.407 0.176 0.354
H 4.101382 -9.200934 -3.040030 -0.755 -0.475 0.001 0.509
H 3.649772 -7.643944 -1.058590 0.124 -0.250 0.086 -0.057
H 3.961702 -6.282454 -2.069530 -0.095 -0.101 -0.377 -0.206
H 6.338722 -6.945184 -2.447300 -0.289 -0.157 -0.273 0.412
H 6.022272 -8.501954 -1.680350 0.275 0.064 0.633 0.520
H 4.447302 -7.006944 0.845390 -0.077 -0.020 0.496 -0.267
H 5.512042 -8.414084 0.772590 0.299 0.007 -0.278 0.483
H 5.837632 -5.911934 2.440620 -0.028 0.106 -0.312 0.138
H 6.235332 -7.569394 2.752370 0.527 0.142 0.213 0.633
H 8.184532 -5.563854 1.562930 -0.402 0.040 0.730 0.341
H 8.354122 -7.301714 1.884280 0.427 0.155 -0.495 0.369
H 8.099192 -6.123064 -0.854290 0.259 -0.037 0.545 0.573
H 7.817032 -7.797474 -0.160930 0.302 -0.019 -1.138 0.417
H 6.066142 -4.730824 0.437910 -0.602 -0.206 0.232 0.606
H 4.561572 -5.114734 -0.477880 0.170 -0.214 0.398 0.219
H 6.421022 -4.877404 -2.562770 -0.656 0.059 -0.220 0.454
H 7.334752 -4.148934 -1.346430 0.041 0.335 0.116 0.496
H 6.067802 -2.098324 -1.342170 0.440 -0.209 -0.196 0.253
H 4.595662 -2.939674 -1.257910 -0.048 -0.523 0.648 -0.150
H 5.134202 -2.660464 -2.744010 0.902 -0.442 -0.521 0.147
C -0.774568 5.293456 0.613010 2.475 -3.223 -1.780 1.398
O -2.102348 5.225546 0.150900 -0.953 0.392 0.064 -0.732
O 0.091362 4.376266 -0.111210 -1.700 3.262 1.991 -0.456
C -0.364898 6.836436 0.776160 -0.140 1.568 -1.612 0.132
F 0.486872 7.451886 -0.109660 -0.500 -1.214 -0.701 -0.295
F -1.444118 7.666216 0.798080 -0.200 -0.541 -0.038 -0.305
F 0.274152 7.125626 1.920690 0.133 -0.963 1.345 -0.220
C -2.730228 3.918096 -0.036760 1.438 1.212 -0.924 1.538
C -3.912628 4.175596 -0.946920 -0.224 -0.300 0.496 -1.336
H -4.341618 3.222866 -1.257380 -0.045 -0.002 -0.188 -0.392
H -4.704048 4.735406 -0.448570 -0.045 0.107 0.151 0.507
H -3.629778 4.750936 -1.828440 0.088 -0.206 0.073 0.412
H -2.958378 3.401056 0.895290 -0.258 0.279 0.468 0.534
H -1.990548 3.290636 -0.534020 0.047 -0.040 -0.107 -0.808
H -0.780698 5.037066 1.672410 -0.035 -0.393 0.758 -1.035
C 7.849422 0.839286 0.216090 3.612 -1.649 0.603 0.232
O 7.651062 1.347166 -1.084510 -2.880 1.649 -1.150 -0.484
O 9.186522 0.368496 0.210620 -3.244 1.801 1.066 -0.959
C 7.336172 1.898096 1.317530 3.696 -1.258 -0.816 0.546
F 7.738042 1.549386 2.584150 -0.897 -0.400 -0.257 -0.330
F 7.821282 3.112396 1.176290 0.966 1.914 -0.511 -0.307
F 6.047432 2.058586 1.267350 -2.696 -0.355 0.549 -0.146
C 6.271142 1.564596 -1.690650 2.183 -0.372 0.021 1.530
C 6.443002 2.353126 -2.980330 0.640 -0.386 0.427 -1.249
H 5.471972 2.287866 -3.471180 0.223 0.134 -0.510 0.000
H 6.704702 3.391306 -2.775880 -0.152 0.108 0.145 0.338
H 7.281012 1.949436 -3.548550 -0.325 -0.177 -0.375 0.408
H 5.518782 2.176316 -1.192800 0.179 -0.451 1.213 -0.096
H 5.921422 0.558426 -1.921770 -0.392 0.117 0.165 -0.374
H 7.210242 0.003656 0.501140 -0.918 -0.572 -0.474 -0.059
C -2.325558 2.207716 7.256610 0.121 4.495 -1.352 -0.196
O -2.629628 1.709086 5.973060 0.078 -1.398 -0.654 0.437
O -2.319108 3.605766 7.048960 -0.967 -2.093 1.293 -0.858
C -3.268958 1.524746 8.294600 -0.101 0.949 0.117 0.494
F -4.601298 1.379616 8.044030 0.299 -0.302 -1.159 -0.237
F -2.739218 0.329256 8.538330 -0.133 -1.462 -0.124 -0.282
F -3.297668 2.126066 9.472970 0.604 1.110 1.110 -0.313
C -2.261418 0.410766 5.477740 0.252 0.714 0.720 -0.704
C -2.665398 0.452576 4.033520 -0.608 -0.766 -0.339 -0.442
H -2.305158 1.299646 3.449730 0.318 0.160 0.364 -0.177
H -2.381418 -0.459384 3.508360 0.008 -0.103 -0.004 0.490
H -3.753978 0.505676 4.017220 -0.145 -0.027 -0.225 0.164
H -2.727228 -0.389844 6.052320 -0.546 -0.104 -0.224 0.443
H -1.204578 0.175996 5.604490 0.439 0.477 -0.041 0.123
H -1.313088 2.043816 7.625580 0.314 -1.325 0.048 0.157
C 2.944712 -1.121964 -5.153450 -5.847 -0.652 -0.517 -1.147
O 3.073502 -2.412974 -4.494620 1.941 -0.280 -0.150 0.225
O 1.539062 -0.861944 -5.211200 3.237 0.937 0.948 -0.829
C 3.853802 -0.170694 -4.323960 -0.675 0.091 1.086 1.209
F 4.162372 -0.651004 -3.130380 0.172 -1.397 1.434 0.040
F 5.037332 0.096436 -4.864420 0.321 0.470 -1.168 -0.354
F 3.284702 1.016916 -3.931680 -0.309 0.392 -1.417 -0.056
C 2.542072 -3.537754 -5.167550 -1.122 -0.502 0.892 -0.857
C 2.914602 -4.859724 -4.507920 0.933 0.531 0.389 -0.396
H 3.994392 -5.003664 -4.545660 0.210 -0.359 -0.193 0.362
H 2.669962 -4.878564 -3.445890 -0.299 0.155 0.096 -0.269
H 2.368022 -5.662294 -5.003120 0.143 -0.046 -0.038 0.398
H 2.803322 -3.642054 -6.220630 -0.021 0.629 -0.191 0.284
H 1.463242 -3.561484 -5.013700 -0.302 0.683 -0.809 0.328
H 3.171812 -1.140374 -6.219370 1.421 -0.204 -0.043 0.334
C -5.258578 3.247776 -4.414050 2.740 3.210 -3.048 0.898
O -4.479678 2.098846 -4.702250 -0.516 -0.895 -0.813 -0.408
O -5.066968 4.157696 -5.486070 -1.777 -2.045 1.833 -0.987
C -6.702158 2.870576 -3.966980 -0.329 0.348 -1.255 0.554
F -7.600948 3.882436 -4.171570 0.523 -0.982 -0.321 -0.323
F -7.167168 1.716146 -4.601010 0.192 1.645 0.760 -0.302
F -6.791018 2.648656 -2.644180 0.112 -0.530 0.511 -0.169
C -4.399058 1.039706 -3.786400 0.496 0.863 -0.929 0.429
C -3.467938 0.041276 -4.441350 -0.844 -0.798 0.426 -1.362
H -2.487128 0.424556 -4.722800 0.037 0.121 0.520 0.199
H -3.451998 -0.774624 -3.718750 0.752 -0.426 -0.147 0.214
H -3.875708 -0.370004 -5.364750 -0.279 0.118 0.059 0.448
H -5.390948 0.654986 -3.549270 0.055 -0.488 -0.003 0.725
H -3.954228 1.408586 -2.862190 0.178 0.035 0.607 -0.276
H -4.611798 3.746006 -3.691870 -1.078 -0.053 1.851 -0.653
C 2.596802 -4.910664 2.714650 2.158 -0.591 -3.473 -0.209
O 2.385022 -6.401494 2.455930 -1.255 1.360 1.109 -0.352
O 3.221812 -4.384734 1.589280 -1.992 -0.255 2.000 -0.526
C 1.321962 -4.198294 3.271410 2.989 -0.043 -1.183 0.518
F 0.423722 -3.983064 2.362400 -1.948 -0.003 -1.476 -0.042
F 0.795692 -4.818904 4.293200 -0.814 -0.717 1.237 -0.333
F 1.694882 -2.964574 3.681800 0.215 0.529 0.640 -0.253
C 1.254032 -6.834304 1.668000 1.784 -1.425 0.424 0.522
C 1.441922 -8.382204 1.725540 0.140 0.199 -0.978 -1.519
H 1.566722 -8.727654 2.751790 -0.787 0.092 0.087 0.428
H 0.716242 -8.919454 1.114940 -0.690 0.019 0.625 0.297
H 2.347652 -8.784324 1.271600 0.670 0.767 -0.286 0.226
H 1.348672 -6.413804 0.666840 -0.100 -0.107 -0.256 -0.199
H 0.252352 -6.620134 2.040650 0.115 0.385 0.421 0.529
H 3.318942 -4.910474 3.531110 -0.125 -0.294 0.691 0.023
C -2.956278 -7.561644 -6.352920 -2.311 0.821 -4.552 -0.254
O -3.789058 -6.754714 -5.437650 1.479 -0.663 -0.185 -0.239
O -3.227288 -7.146764 -7.681380 1.592 -0.820 3.502 -0.948
C -1.399748 -7.636594 -5.992110 -1.805 0.997 0.433 0.838
F -1.236068 -8.722904 -5.140500 0.659 1.058 -0.171 -0.299
F -0.500488 -7.804464 -6.986090 -0.733 0.034 0.626 -0.297
F -1.066648 -6.451554 -5.358220 0.490 -1.478 -0.089 -0.163
C -3.999248 -7.213624 -4.104380 0.408 1.325 -0.941 -0.047
C -4.673248 -6.035144 -3.502540 -1.180 0.452 0.615 -1.164
H -4.805858 -6.210874 -2.435010 0.145 0.527 0.177 0.117
H -4.207218 -5.095064 -3.797780 0.448 -0.096 0.539 0.276
H -5.676558 -5.938214 -3.917360 -0.189 -0.161 -0.071 0.516
H -3.056308 -7.371924 -3.581030 0.168 -0.502 0.020 0.167
H -4.699908 -8.041014 -3.992070 0.325 -0.670 -0.358 0.248
H -3.418368 -8.540844 -6.227480 0.629 -0.916 0.400 0.174
C -5.256678 -6.213104 0.642630 -3.165 -3.515 -0.302 -0.432
O -4.177398 -7.140624 1.044880 0.854 1.726 0.314 -0.314
O -6.292808 -6.510044 1.501010 1.965 2.796 -0.842 -0.965
C -4.839788 -4.739214 0.141670 -0.732 -2.380 1.793 0.907
F -3.682228 -4.616814 -0.517480 0.683 -0.326 -0.854 0.065
F -5.789388 -4.164084 -0.578900 -0.826 -0.203 -1.430 -0.313
F -4.736868 -3.973954 1.170310 0.755 2.275 3.158 -0.294
C -3.309648 -7.588164 0.072660 -0.610 -2.007 -1.375 0.856
C -2.249318 -8.478764 0.646370 1.943 0.927 1.345 -1.230
H -2.466578 -9.461294 1.065320 -0.995 -0.010 -0.394 0.437
H -1.441098 -8.637294 -0.067590 0.074 0.084 -0.171 0.249
H -1.832578 -7.966064 1.513310 0.506 0.186 0.129 0.248
H -2.981858 -6.882634 -0.690800 0.571 0.557 0.598 -0.310
H -3.729638 -8.353474 -0.580040 -1.505 0.016 -0.598 0.142
H -5.613808 -6.635234 -0.296710 0.376 -0.136 -1.193 0.161
```
Forces are in eV/Å.

Computed properties:
LUMO level: 2.98 eV
gap between HOMO and LUMO: 3.575 eV
net charge: -3
spin multiplicity: 1
total energy: -7289.4140 hartree